(1)
Entry from the OMol25 dataset: a structure of composition C4H7F2N3 (ωB97M-V/def2-TZVPD).

XYZ file:
```
16
Properties=species:S:1:pos:R:3:lowdin_charge:R:1
C 0.03818 1.37405 -0.13920 -0.089
C -0.87595 1.25916 0.83718 -0.122
C 1.31657 -0.61742 -0.65557 -0.051
C -1.95605 -0.70175 1.79913 -0.452
N -1.00942 -0.50813 -0.82523 0.129
N 0.12386 0.18530 -0.90344 -0.272
N -1.71155 0.17321 0.74896 0.030
F -2.85629 -0.19067 2.68101 0.056
F -0.85220 -1.00180 2.56552 0.031
H 0.74842 2.16213 -0.28471 0.103
H -0.98514 1.94299 1.65977 0.125
H 1.41654 -0.89148 0.39787 0.087
H 1.23643 -1.52053 -1.25644 0.081
H 2.19244 -0.05064 -0.96116 0.084
H -2.34885 -1.65360 1.41156 0.155
H -1.75224 -0.02511 -1.32928 0.106
```

As for the multiplicity: 1. Its LUMO energy is 0.86 eV. The energy above the lowest of the compared OMol25 structures with the same formula, charge and spin is 155.2 kJ/mol. The value obtained for the total energy is -14163.6500 eV. The value obtained for the HOMO energy is -8.61 eV. As for the frontier orbital gap: 9.48 eV. As for the net charge: 0.


(2)
Entry from the OMol25 dataset: a structure of composition C18H58BN14O10Pd (ωB97M-V/def2-TZVPD).

XYZ file:
```
102
Properties=species:S:1:pos:R:3:lowdin_charge:R:1
Pd 4.06226 0.53578 -2.24794 0.879
B 0.62975 0.17588 -2.46480 -0.444
H 0.85923 0.65914 -3.40184 -0.116
H 1.15945 0.73798 -1.71135 -0.115
H -0.42693 0.19175 -2.24702 -0.107
H 0.97368 -0.84637 -2.49557 -0.107
C -5.54563 5.66849 3.61609 -0.065
O -5.39096 5.71935 2.17511 -0.168
C -6.01121 4.58276 1.49210 -0.138
C -5.58050 4.63340 -0.01262 -0.161
N -6.20431 3.69040 -0.76190 0.185
C -5.80089 2.31524 -0.32638 -0.069
C -5.94294 1.13115 -1.35851 -0.201
O -5.56308 1.58580 -2.63597 -0.171
C -5.62955 0.45697 -3.50287 -0.093
H -6.61181 5.70002 3.84050 0.086
H -5.14708 6.61247 3.98779 0.101
H -5.18705 4.78450 4.14344 0.093
H -7.09059 4.50900 1.62474 0.138
H -5.58292 3.66448 1.89387 0.120
H -4.51480 4.80938 -0.15890 0.167
H -6.03724 5.57396 -0.32056 0.157
H -7.19873 3.85862 -0.70783 0.179
H -6.27174 1.96024 0.59034 0.148
H -4.73206 2.37564 -0.12124 0.140
H -7.00462 0.89333 -1.42459 0.124
H -5.41967 0.21696 -1.07827 0.137
H -4.63136 0.02673 -3.42177 0.098
H -5.85596 0.64665 -4.55209 0.098
H -6.28162 -0.38307 -3.26360 0.093
C 0.34042 -0.00811 3.90997 -0.109
O 1.36564 -0.59245 4.72910 -0.214
C 1.70786 -1.91046 4.41197 -0.205
C 2.72649 -2.45583 5.48639 -0.212
N 2.76819 -3.89940 5.49766 -0.051
C 3.85638 -4.29255 6.42020 -0.189
C 3.61566 -4.05611 7.95497 -0.241
O 2.68246 -5.05807 8.20235 -0.197
C 2.23227 -4.95304 9.57114 -0.085
H 0.10407 1.01724 4.19437 0.078
H -0.55856 -0.57890 4.14261 0.077
H 0.39545 0.02511 2.82186 0.083
H 2.02016 -1.86888 3.36850 0.126
H 0.79392 -2.47337 4.60153 0.113
H 2.52273 -1.99968 6.45516 0.104
H 3.68757 -2.00659 5.23615 0.116
H 1.88612 -4.33854 5.71947 0.108
H 4.82088 -3.85160 6.16843 0.107
H 4.07038 -5.34260 6.22093 0.112
H 3.15462 -3.09908 8.19920 0.107
H 4.54728 -4.07928 8.52034 0.118
H 1.37071 -4.30147 9.71697 0.087
H 3.11002 -4.76052 10.18806 0.085
H 1.87959 -5.93738 9.87905 0.083
C 4.52520 3.42632 1.82477 -0.746
O 4.25423 2.82253 0.76804 -0.027
N 5.26119 4.53109 1.87662 0.155
N 4.15475 2.99043 2.99692 0.167
H 5.56717 5.01459 2.70889 0.111
H 5.55857 4.79489 0.94812 0.115
H 4.29900 3.62625 3.76830 0.111
H 3.56244 2.17574 3.07128 0.122
C -1.61901 -4.45746 -1.32940 -0.808
O -1.81493 -5.43834 -0.65040 0.024
N -0.98363 -4.52111 -2.50108 0.159
N -2.00498 -3.29240 -0.94917 0.172
H -0.86868 -3.77615 -3.17331 0.106
H -0.60463 -5.44206 -2.66942 0.111
H -2.59513 -3.21573 -0.13311 0.124
H -1.67647 -2.57114 -1.57523 0.107
C -0.85234 5.32219 -3.61290 -0.895
O -1.52120 6.25533 -3.63900 0.097
N -1.19261 4.18009 -3.19219 0.177
N 0.18966 5.22365 -4.38577 0.161
H -0.74994 3.29717 -3.40338 0.117
H -2.09679 4.06023 -2.75838 0.111
H 0.49086 5.94162 -5.02912 0.119
H 0.85563 4.47355 -4.26776 0.109
C 5.02295 -3.74060 0.04771 -0.783
O 5.01783 -2.55896 -0.22546 0.015
N 3.99063 -4.52506 -0.13929 0.158
N 5.97853 -4.37003 0.68490 0.160
H 3.82782 -5.45652 0.21564 0.112
H 3.12845 -4.15294 -0.51111 0.117
H 6.83139 -3.88035 0.91500 0.118
H 5.99643 -5.37979 0.69792 0.111
C 3.12279 -2.89378 -5.94713 -0.740
O 3.62811 -1.98214 -5.24320 -0.025
N 2.27895 -2.67065 -6.90862 0.157
N 3.61979 -4.09465 -6.04943 0.150
H 1.75449 -3.36260 -7.42461 0.114
H 2.10615 -1.69661 -7.11239 0.125
H 3.16361 -4.64157 -6.76558 0.103
H 4.58630 -4.29018 -5.83098 0.123
C -0.55835 2.13187 -7.78668 -0.896
O 0.50017 1.56995 -8.02355 0.007
N -0.85925 3.08826 -8.51304 0.186
N -1.37644 1.64087 -6.97052 0.193
H -1.57522 3.71346 -8.17156 0.120
H -0.17189 3.40235 -9.18311 0.139
H -0.99672 0.97002 -6.31792 0.133
H -2.27627 2.09331 -6.89507 0.117
```

As for the expectation value of S²: 2.0059. As for the multiplicity: 3. Its LUMO energy (spin up / spin down) is -3.00 / -7.86 eV. The energy above the lowest of the compared OMol25 structures with the same formula, charge and spin is 1232.8 kJ/mol. The value obtained for the total energy is -65081.9898 eV. The value obtained for the HOMO energy (spin up / spin down) is -9.93 / -9.93 eV. As for the frontier orbital gap (spin up / spin down): 6.92 / 2.07 eV. As for the net charge: +1.


(3)
Entry from the OMol25 dataset: a structure of composition C24H26N4O2PdSSi (ωB97M-V/def2-TZVPD).

XYZ file:
```
59
Properties=species:S:1:pos:R:3:lowdin_charge:R:1
Pd 0.28971 0.16430 0.01967 0.965
C -2.83776 -1.70178 -0.40162 -0.023
C -1.76828 -1.86512 -1.43703 -0.326
C -1.87349 -2.70356 -2.53001 -0.052
C -0.80113 -2.76564 -3.42860 -0.072
C 0.34140 -2.02520 -3.23877 -0.019
C 0.40203 -1.19596 -2.09976 -0.424
N -0.66215 -1.14347 -1.26531 0.022
N 1.36128 -0.39078 -1.63646 -0.137
Si 2.88879 0.23081 -2.12693 0.376
C 4.14819 -0.27875 -0.84495 -0.173
C 2.76173 2.09957 -2.15748 -0.179
C 3.39224 -0.37294 -3.82746 -0.183
H -3.68503 -2.35477 -0.60021 0.076
H -3.18037 -0.66536 -0.38323 0.083
H -2.43172 -1.92082 0.58774 0.074
H -2.76610 -3.29382 -2.67653 0.102
H -0.87076 -3.41593 -4.29237 0.106
H 1.17332 -2.07866 -3.92569 0.091
H 3.81838 0.05240 0.14338 0.016
H 5.13312 0.15279 -1.03649 0.030
H 4.25478 -1.36604 -0.81905 0.029
H 2.37773 2.47583 -1.20603 0.022
H 2.09492 2.43689 -2.95458 0.022
H 3.74146 2.55313 -2.32834 0.029
H 3.59795 -1.44513 -3.84376 0.028
H 4.30508 0.14487 -4.13260 0.030
H 2.62522 -0.15575 -4.57394 0.028
O 1.62414 0.53466 1.75665 -0.387
S 0.47995 0.15379 2.62293 0.603
O 0.46399 0.72108 3.93671 -0.264
N -0.81994 0.43405 1.71699 -0.233
C -1.54360 1.63472 1.91163 -0.256
C -2.20649 1.89591 3.08357 -0.023
C -2.96810 3.06990 3.24437 -0.066
C -3.08848 3.97248 2.22664 -0.043
C -2.42574 3.73603 1.00079 -0.157
C -2.50242 4.62861 -0.09544 -0.013
C -1.82267 4.35078 -1.24347 -0.050
C -1.04855 3.17110 -1.30065 -0.127
N -0.95706 2.32248 -0.31362 0.077
C -1.63828 2.57667 0.83991 -0.159
C 0.50094 -1.60923 2.74241 -0.296
C -0.47668 -2.22072 3.51420 -0.061
C -0.48571 -3.60155 3.61578 -0.072
C 0.47758 -4.35162 2.95123 -0.076
C 1.45166 -3.72609 2.18755 -0.065
C 1.46881 -2.34247 2.07793 -0.060
H -2.13085 1.18530 3.89467 0.109
H -3.46891 3.24418 4.18764 0.106
H -3.68344 4.87008 2.34020 0.110
H -3.10315 5.52546 -0.00215 0.117
H -1.85823 5.01132 -2.09865 0.103
H -0.48521 2.93149 -2.19693 0.105
H -1.21886 -1.61878 4.02276 0.116
H -1.24249 -4.09303 4.21257 0.106
H 0.46730 -5.43097 3.03033 0.105
H 2.19851 -4.31409 1.67096 0.107
H 2.21142 -1.83265 1.47890 0.101
```

As for the multiplicity: 1. Its LUMO energy is 0.14 eV. The energy above the lowest of the compared OMol25 structures with the same formula, charge and spin is 0.0 kJ/mol. The value obtained for the total energy is -57559.7532 eV. The value obtained for the HOMO energy is -7.65 eV. As for the frontier orbital gap: 7.79 eV. As for the net charge: 0.


(4)
Entry from the OMol25 dataset: the ion C11H16FN2 with charge +1 (ωB97M-V/def2-TZVPD).

XYZ file:
```
30
Properties=species:S:1:pos:R:3:lowdin_charge:R:1
C 1.05728 -1.31159 -2.04484 -0.027
C 0.76911 -0.68819 -0.74512 -0.180
N 1.72480 -0.58775 0.21284 0.144
C 1.30380 0.12864 1.33836 -0.261
N 1.94492 0.08529 2.45385 -0.152
C 1.26156 0.23152 3.68937 0.001
C 3.35815 -0.11798 2.50189 0.006
C 0.11600 0.78267 0.90933 0.201
C -0.31808 0.32807 -0.32688 0.047
C -1.78272 1.06847 -0.75256 -0.196
F -1.95056 2.14359 -0.00184 0.087
C -2.58640 0.61961 -1.70277 -0.298
C -3.76115 1.48125 -2.02951 -0.049
C -2.31975 -0.71004 -2.34934 -0.038
H 0.05294 -1.69882 -2.51462 0.098
H 1.92321 -2.06521 -2.01772 0.115
H 1.55942 -0.54948 -2.74764 0.132
H 2.38260 -1.33332 0.32547 0.162
H 1.45739 -0.81224 4.11528 0.145
H 1.59546 0.95702 4.37568 0.090
H 0.18987 0.33312 3.55799 0.102
H 3.64304 0.64693 1.88751 0.084
H 3.81164 0.12823 3.50893 0.143
H 3.76148 -1.03294 2.27439 0.075
H -4.61083 0.95110 -1.63145 0.076
H -3.86251 1.64336 -3.20956 0.137
H -3.80948 2.53951 -1.55111 0.115
H -2.41781 -1.57441 -1.64711 0.113
H -1.34973 -0.78244 -2.87139 0.061
H -3.14364 -0.80396 -3.00744 0.069
```

As for the multiplicity: 1. Its LUMO energy (spin up / spin down) is -5.43 / -4.96 eV. The energy above the lowest of the compared OMol25 structures with the same formula, charge and spin is 452.2 kJ/mol. The value obtained for the total energy is -17351.4849 eV. The value obtained for the HOMO energy (spin up / spin down) is -12.07 / -11.67 eV. As for the frontier orbital gap (spin up / spin down): 6.64 / 6.71 eV. As for the net charge: +1. As for the SMILES: CC1=[NH+]C(N(C)C)=C=C1C(F)=C(C)C.


(5)
Entry from the OMol25 dataset: a structure of composition C26H46OP2Ru (ωB97M-V/def2-TZVPD).

XYZ file:
```
76
Properties=species:S:1:pos:R:3:lowdin_charge:R:1
Ru -0.82531 -0.27339 -3.93892 1.053
C -0.52232 -1.94044 0.40190 -0.111
C 0.85836 -2.14831 0.04754 -0.103
C 0.77624 -0.58649 1.74478 -0.143
C -0.55208 -0.98008 1.44297 -0.145
C 1.65849 -1.28526 0.86934 -0.138
C -1.69627 -2.61740 -0.12092 -0.007
H -1.43680 -3.31670 -0.91218 0.073
H -2.45236 -1.92001 -0.50662 0.091
H -2.12582 -3.14275 0.73925 0.118
C -1.77466 -0.50011 2.08771 -0.006
H -2.50446 -0.10716 1.36316 0.087
H -1.54500 0.32346 2.77550 0.084
H -2.25844 -1.32662 2.63428 0.119
C 1.20392 0.27603 2.85651 0.001
H 1.67633 -0.32467 3.65176 0.118
H 0.35503 0.80455 3.30942 0.086
H 1.93099 1.02553 2.51527 0.087
C 3.11335 -1.24362 0.91205 -0.004
H 3.48513 -1.77858 1.79894 0.120
H 3.44576 -0.19865 0.98413 0.094
H 3.54411 -1.72125 0.03003 0.091
C 1.40215 -3.09834 -0.90755 -0.009
H 1.99746 -3.85501 -0.36527 0.121
H 2.07730 -2.61704 -1.63922 0.111
H 0.61893 -3.64022 -1.46129 0.082
C -1.96424 1.10034 -5.48852 -0.413
C -1.95633 -0.39930 -5.50718 -0.367
C -1.11902 -1.22236 -6.47696 -0.193
C 0.44133 -1.23054 -6.22875 -0.185
C 0.83958 -0.57777 -4.93250 -0.371
C 0.60546 0.83778 -4.77078 -0.411
C 0.39611 1.76644 -5.95124 -0.197
C -0.99948 1.71472 -6.51869 -0.186
H -1.27800 -0.95638 -7.53179 0.104
H 0.95269 -0.76328 -7.09918 0.110
H -1.51808 -2.24735 -6.36445 0.101
H -1.04209 1.13098 -7.44640 0.109
H -2.97124 1.46626 -5.74701 0.097
H -2.90956 -0.86407 -5.20495 0.105
H -1.32343 2.72764 -6.79639 0.114
H 0.61759 2.78970 -5.61600 0.095
H 1.17574 1.31182 -3.97173 0.005
H 1.16334 1.52385 -6.69571 0.116
H 0.75299 -2.28998 -6.17473 0.110
H 1.62917 -1.03826 -4.32538 0.080
P -1.86676 1.70966 -3.60711 0.877
P 1.20739 1.98317 -1.59776 0.865
C -1.01629 3.33406 -3.27316 -0.340
C 0.43086 3.37292 -2.66923 -0.350
H -1.73789 3.81982 -2.59160 0.074
H -1.07728 3.89682 -4.23391 0.089
H 1.15452 3.52497 -3.48318 0.071
H 0.52630 4.23019 -1.97878 0.070
C 2.12320 2.90424 -0.34262 -0.287
H 2.27376 2.19906 0.49789 0.024
H 1.54644 3.78820 -0.04071 0.048
H 3.07784 3.20251 -0.80302 0.054
C 2.69581 1.11434 -2.29832 -0.279
H 3.34753 1.80702 -2.84466 0.056
H 2.45518 0.25049 -2.92912 0.006
H 3.26892 0.72218 -1.45036 0.026
C -3.63432 1.44317 -3.31793 -0.246
H -3.75008 0.46007 -2.83888 0.045
H -4.20857 1.53078 -4.24593 0.050
H -3.99172 2.22149 -2.64684 0.047
C -1.30673 -2.18987 -3.39577 -0.250
H -0.57938 -2.51526 -2.64782 -0.060
H -1.29538 -2.90003 -4.23027 0.002
H -2.27258 -2.11165 -2.86858 -0.011
C -1.11442 2.09529 -0.02120 -0.134
C -1.78446 1.26512 -1.05036 -0.330
O -2.51365 0.34359 -0.82926 0.011
H -0.13586 1.64222 0.24863 0.013
H -1.71198 2.13078 0.91168 0.097
H -0.90505 3.10932 -0.40297 0.067
```

As for the expectation value of S²: 8.7698. As for the multiplicity: 6. Its LUMO energy (spin up / spin down) is -2.03 / -5.52 eV. The energy above the lowest of the compared OMol25 structures with the same formula, charge and spin is 0.0 kJ/mol. The value obtained for the total energy is -50899.5964 eV. The value obtained for the HOMO energy (spin up / spin down) is -8.20 / -9.55 eV. As for the frontier orbital gap (spin up / spin down): 6.17 / 4.03 eV. As for the net charge: +1.


(6)
Entry from the OMol25 dataset: an isolated molecule of C2H5N3S2 (ωB97M-V/def2-TZVPD).

XYZ file:
```
12
Properties=species:S:1:pos:R:3:lowdin_charge:R:1
N -2.54886 -0.01013 -0.15370 -0.037
N -1.48675 -0.90413 0.01396 -0.065
C -0.33382 -0.40829 0.14821 -0.781
N 0.77738 -1.19501 0.47291 -0.337
S 2.21496 -0.65279 -0.36583 0.809
C 1.86992 1.02937 0.17990 -0.787
S 0.08234 1.31416 -0.00572 0.879
H -3.37703 -0.56045 -0.44599 0.086
H -2.37161 0.61070 -0.93449 0.046
H 0.57366 -2.18442 0.33459 0.090
H 2.41569 1.77054 -0.47247 0.056
H 2.18412 1.19047 1.22862 0.042
```

As for the multiplicity: 1. Its LUMO energy is 0.49 eV. The energy above the lowest of the compared OMol25 structures with the same formula, charge and spin is 221.6 kJ/mol. The value obtained for the total energy is -28294.3713 eV. The value obtained for the HOMO energy is -8.19 eV. As for the frontier orbital gap: 8.68 eV. As for the net charge: 0. As for the SMILES: N/N=C1/NSCS1.